# 1
A 11-piece molecular cluster, C71H148Cl3N9O7 overall at a distorted geometry, computed with ωB97M-V with the def2-TZVPD basis set.

Last column: Löwdin charge in e.
Geometry (Å):
C: 3.185 0.201 4.982  0.014
N: 4.186 -0.107 3.963  -0.073
C: 3.886 -0.844 2.878  0.012
C: 4.876 -1.047 1.914  -0.006
C: 6.185 -0.601 2.102  -0.130
C: 6.413 0.181 3.263  0.048
C: 5.386 0.442 4.118  -0.026
C: 7.229 -0.798 1.067  -0.111
C: 8.498 -1.320 1.406  0.058
C: 9.501 -1.444 0.476  0.002
N: 9.315 -1.135 -0.794  -0.087
C: 8.134 -0.620 -1.174  0.017
C: 7.048 -0.472 -0.298  0.034
C: 10.377 -1.377 -1.776  0.045
H: 2.240 -0.307 4.815  0.032
H: 3.040 1.282 4.974  0.113
H: 3.543 -0.126 5.952  0.114
H: 2.909 -1.288 2.813  0.004
H: 4.616 -1.621 1.019  0.120
H: 7.371 0.626 3.555  0.144
H: 5.535 1.087 4.967  0.152
H: 8.762 -1.606 2.430  0.148
H: 10.479 -1.723 0.723  0.140
H: 8.091 -0.202 -2.183  0.156
H: 6.111 0.011 -0.691  0.005
H: 10.723 -0.470 -2.264  0.119
H: 10.096 -2.199 -2.445  0.127
H: 11.260 -1.691 -1.245  0.102
C: 0.531 -7.019 3.200  -0.053
C: -0.905 -6.771 2.636  -0.142
N: -0.999 -6.162 1.213  -0.224
C: -0.487 -4.730 1.318  -0.006
C: -0.157 -7.087 0.237  -0.086
C: -0.026 -6.478 -1.177  -0.059
C: -2.488 -6.183 0.778  -0.076
C: -3.127 -7.574 0.533  -0.198
O: -2.773 -8.083 -0.734  -0.208
C: -3.421 -9.326 -0.977  -0.068
H: 0.420 -7.153 4.298  0.104
H: 1.200 -6.179 3.092  0.063
H: 1.029 -7.896 2.762  0.086
H: -1.394 -6.028 3.315  0.132
H: -1.516 -7.687 2.722  0.125
H: 0.514 -4.757 1.713  0.075
H: -1.108 -4.264 2.051  0.066
H: -0.541 -4.188 0.385  0.066
H: -0.681 -8.007 0.079  0.112
H: 0.822 -7.172 0.682  0.113
H: -0.991 -6.188 -1.561  0.051
H: 0.301 -7.259 -1.909  0.108
H: 0.600 -5.596 -1.320  0.055
H: -2.497 -5.530 -0.128  0.114
H: -3.036 -5.672 1.539  0.114
H: -4.196 -7.369 0.589  0.130
H: -2.912 -8.275 1.343  0.125
H: -4.520 -9.294 -1.053  0.103
H: -3.172 -10.064 -0.203  0.104
H: -3.050 -9.682 -1.923  0.094
C: -0.108 0.363 0.016  -0.084
C: 0.160 0.523 -1.495  -0.149
N: -0.745 1.544 -2.290  -0.214
C: -2.001 1.863 -1.499  0.018
C: -0.016 2.834 -2.663  -0.184
C: 0.683 3.439 -1.511  -0.064
C: -1.136 0.820 -3.605  -0.058
C: -1.773 1.751 -4.668  -0.227
O: -2.873 2.509 -4.191  -0.205
C: -3.462 2.975 -5.404  -0.068
H: 0.651 -0.325 0.399  0.064
H: -1.085 -0.056 0.143  0.058
H: 0.020 1.241 0.626  0.065
H: -0.137 -0.442 -1.888  0.030
H: 1.219 0.659 -1.699  0.074
H: -2.519 2.618 -2.045  0.076
H: -1.707 2.201 -0.509  0.087
H: -2.636 0.958 -1.420  0.114
H: -0.750 3.478 -3.164  0.113
H: 0.715 2.539 -3.413  0.138
H: 1.186 4.392 -1.830  0.099
H: 1.412 2.795 -1.022  0.051
H: -0.137 3.793 -0.876  0.075
H: -1.873 0.097 -3.236  0.095
H: -0.236 0.331 -3.995  0.134
H: -2.046 1.111 -5.506  0.130
H: -1.082 2.406 -5.168  0.117
H: -4.240 3.689 -5.154  0.097
H: -3.820 2.086 -5.925  0.103
H: -2.709 3.524 -5.978  0.103
C: 0.083 -5.482 -6.136  -0.051
C: 0.548 -5.024 -4.771  -0.166
N: 1.629 -3.891 -4.691  -0.248
C: 1.049 -2.604 -5.212  0.005
C: 1.818 -3.811 -3.211  -0.208
C: 2.908 -2.796 -2.932  -0.054
C: 2.868 -4.219 -5.485  -0.061
C: 3.447 -5.612 -5.175  -0.216
O: 3.844 -5.720 -3.854  -0.213
C: 4.549 -6.966 -3.586  -0.019
H: 0.963 -5.832 -6.722  0.092
H: -0.535 -4.764 -6.675  0.085
H: -0.491 -6.408 -6.062  0.098
H: 0.981 -5.843 -4.186  0.112
H: -0.319 -4.766 -4.117  0.106
H: 0.681 -2.862 -6.244  0.122
H: 1.712 -1.758 -5.262  0.095
H: 0.197 -2.328 -4.585  0.064
H: 2.157 -4.775 -2.828  0.110
H: 0.837 -3.537 -2.839  0.021
H: 3.003 -2.519 -1.876  0.083
H: 2.655 -1.763 -3.286  0.084
H: 3.863 -2.998 -3.376  0.066
H: 3.604 -3.452 -5.248  0.129
H: 2.584 -4.112 -6.538  0.144
H: 4.246 -5.808 -5.863  0.132
H: 2.660 -6.381 -5.377  0.130
H: 4.924 -6.839 -2.588  0.091
H: 5.400 -7.085 -4.303  0.116
H: 3.882 -7.760 -3.721  0.073
C: -2.226 6.318 3.006  -0.076
C: -3.109 6.087 1.812  -0.162
N: -4.106 7.235 1.549  -0.230
C: -5.078 7.381 2.733  0.035
C: -3.341 8.545 1.402  -0.170
C: -4.142 9.771 1.032  -0.049
C: -4.982 6.890 0.298  -0.051
C: -4.308 7.133 -1.064  -0.181
O: -3.305 6.122 -1.173  -0.230
C: -2.676 6.077 -2.453  -0.062
H: -2.774 6.573 3.895  0.075
H: -1.433 7.039 2.854  0.084
H: -1.686 5.405 3.286  0.087
H: -3.779 5.258 2.093  0.131
H: -2.503 5.881 0.920  0.121
H: -5.614 6.481 3.053  0.123
H: -5.670 8.201 2.383  0.087
H: -4.567 7.757 3.629  0.111
H: -2.589 8.343 0.631  0.135
H: -2.846 8.798 2.353  0.136
H: -4.752 9.568 0.150  0.076
H: -3.489 10.607 0.767  0.111
H: -4.876 10.094 1.769  0.093
H: -5.913 7.416 0.368  0.128
H: -5.239 5.818 0.324  0.146
H: -3.929 8.139 -1.281  0.129
H: -5.122 6.890 -1.776  0.149
H: -2.049 6.986 -2.521  0.108
H: -3.336 5.983 -3.304  0.093
H: -2.010 5.212 -2.435  0.065
C: -3.050 -2.498 6.614  0.019
C: -3.801 -1.354 5.934  -0.431
C: -4.470 -0.273 6.818  -0.114
C: -3.622 0.919 7.117  -0.179
C: -3.090 1.494 5.848  -0.101
C: -2.140 0.488 5.118  -0.477
N: -2.893 -0.752 4.900  0.072
O: -2.841 -1.398 3.768  0.142
C: -0.981 0.078 5.979  -0.015
C: -1.674 0.990 3.768  -0.044
C: -4.949 -1.985 5.170  -0.030
H: -3.711 -2.992 7.290  0.103
H: -2.271 -2.181 7.288  0.088
H: -2.625 -3.237 5.935  0.107
H: -4.709 -0.761 7.812  0.166
H: -5.452 0.018 6.458  0.128
H: -2.803 0.623 7.779  0.121
H: -4.196 1.542 7.814  0.144
H: -2.520 2.403 6.012  0.131
H: -3.794 1.842 5.065  0.138
H: -1.242 -0.299 6.954  0.071
H: -0.357 1.016 6.202  0.146
H: -0.269 -0.647 5.604  0.039
H: -2.507 1.349 3.062  0.117
H: -1.001 0.248 3.309  0.014
H: -1.307 1.976 3.931  0.074
H: -4.665 -2.832 4.574  0.082
H: -5.539 -1.246 4.663  0.096
H: -5.549 -2.489 5.914  0.113
C: 6.388 6.287 -2.080  0.042
C: 5.385 6.067 -0.896  -0.451
C: 5.603 4.967 0.076  -0.148
C: 6.847 5.055 0.897  -0.191
C: 6.819 6.233 1.836  -0.102
C: 6.655 7.628 1.044  -0.324
N: 5.603 7.453 -0.209  0.000
O: 5.040 8.373 -0.601  0.239
C: 7.903 8.232 0.481  -0.013
C: 5.884 8.606 2.011  -0.008
C: 4.003 6.084 -1.412  -0.018
H: 6.039 7.176 -2.605  0.103
H: 6.304 5.385 -2.679  0.113
H: 7.418 6.462 -1.799  0.087
H: 5.892 4.194 -0.620  0.127
H: 4.720 4.662 0.630  0.137
H: 7.700 5.273 0.237  0.119
H: 7.047 4.056 1.303  0.128
H: 7.515 6.247 2.675  0.141
H: 5.918 6.044 2.376  0.098
H: 8.612 7.509 0.136  0.082
H: 8.500 8.765 1.211  0.112
H: 7.695 8.984 -0.297  0.116
H: 4.956 8.176 2.362  0.083
H: 5.723 9.556 1.486  0.096
H: 6.482 8.855 2.888  0.109
H: 4.007 6.832 -2.173  0.087
H: 3.419 6.395 -0.568  0.098
H: 3.647 5.114 -1.779  0.113
C: -5.186 -2.164 0.759  -0.022
C: -5.870 -2.506 -0.604  -0.451
C: -5.711 -1.321 -1.575  -0.113
C: -6.054 -1.736 -2.994  -0.161
C: -5.223 -2.926 -3.436  -0.104
C: -5.434 -4.123 -2.505  -0.385
N: -5.229 -3.682 -1.068  0.030
O: -4.683 -4.424 -0.243  0.164
C: -4.281 -5.147 -2.701  -0.031
C: -6.733 -4.998 -2.584  0.038
C: -7.368 -2.779 -0.255  0.035
H: -5.373 -1.135 1.120  0.107
H: -4.086 -2.110 0.663  0.092
H: -5.294 -2.904 1.512  0.068
H: -4.672 -1.009 -1.584  0.108
H: -6.271 -0.500 -1.086  0.145
H: -5.905 -0.832 -3.599  0.127
H: -7.144 -1.931 -3.106  0.133
H: -4.180 -2.684 -3.284  0.064
H: -5.407 -3.200 -4.481  0.152
H: -4.392 -5.957 -1.968  0.086
H: -3.355 -4.613 -2.539  -0.007
H: -4.179 -5.417 -3.726  0.100
H: -7.607 -4.400 -2.378  0.066
H: -6.716 -5.817 -1.914  0.083
H: -6.803 -5.455 -3.606  0.137
H: -7.799 -1.880 0.210  0.117
H: -7.478 -3.676 0.359  0.111
H: -7.977 -2.946 -1.165  0.085
Cl: -1.517 -2.751 -2.234  -0.226
Cl: 0.616 -1.824 3.228  -0.253
Cl: 3.948 0.971 -0.477  -0.404

Its net charge is +6. The gap between HOMO and LUMO is 5.29 eV. The calculation puts the total energy at -5191.63712 Eh. Its spin multiplicity is 1.


# 2
C71H54GeIrN3O4S2Te as an isolated structure at a distorted geometry, computed with ωB97M-V with the def2-TZVPD basis set.

Last column: Löwdin charge in e.
Geometry (Å):
Ir: -1.188 -1.056 0.853  1.034
O: -5.065 -2.188 -0.146  0.052
C: -3.856 -1.993 -0.017  -0.464
N: -3.236 -0.975 0.651  -0.013
C: -3.870 0.064 1.281  -0.453
O: -5.087 0.243 1.333  0.058
C: -2.898 0.992 1.869  -0.184
C: -3.310 2.166 2.505  -0.002
C: -2.382 3.079 2.940  -0.061
C: -1.021 2.806 2.728  -0.040
C: -0.675 1.617 2.133  -0.141
N: -1.564 0.705 1.746  -0.094
C: -2.850 -2.864 -0.640  -0.182
C: -3.233 -3.822 -1.585  -0.019
C: -2.290 -4.582 -2.227  -0.073
C: -0.934 -4.406 -1.869  -0.057
C: -0.618 -3.480 -0.908  -0.197
N: -1.524 -2.700 -0.302  -0.094
H: -4.370 2.328 2.617  0.117
H: -2.689 3.989 3.433  0.098
H: -0.249 3.503 3.011  0.101
H: 0.362 1.362 1.963  0.081
H: -4.289 -3.906 -1.785  0.113
H: -2.557 -5.298 -2.990  0.093
H: -0.157 -4.990 -2.336  0.098
H: 0.413 -3.323 -0.618  0.078
C: 5.060 -0.779 -5.910  -0.055
C: 4.036 -0.593 -4.833  -0.279
C: 4.391 -0.635 -3.489  -0.036
C: 3.439 -0.475 -2.497  -0.045
C: 2.117 -0.291 -2.860  -0.322
C: 1.743 -0.276 -4.199  -0.081
C: 2.701 -0.411 -5.180  -0.037
S: 0.716 -0.007 -1.737  0.969
O: 0.971 -0.788 -0.484  -0.582
C: 1.172 1.675 -1.309  -0.292
C: 1.946 1.890 -0.177  -0.044
C: 2.263 3.166 0.202  0.019
C: 1.793 4.269 -0.544  -0.141
C: 2.040 5.588 -0.126  -0.029
C: 1.568 6.660 -0.843  -0.086
C: 0.832 6.445 -2.010  -0.077
C: 0.569 5.168 -2.443  -0.009
C: 1.043 4.049 -1.731  -0.103
C: 0.730 2.715 -2.114  -0.156
C: -0.069 2.403 -3.296  -0.157
C: 0.428 2.702 -4.598  -0.126
C: 1.703 3.260 -4.811  -0.012
C: 2.168 3.507 -6.082  -0.075
C: 1.386 3.202 -7.194  -0.088
C: 0.149 2.626 -7.023  -0.036
C: -0.355 2.366 -5.736  -0.171
C: -1.617 1.768 -5.539  -0.008
C: -2.066 1.457 -4.276  -0.045
C: -1.295 1.747 -3.154  -0.249
S: -1.791 1.291 -1.437  0.949
O: -1.831 2.551 -0.680  -0.440
C: -3.515 0.876 -1.770  -0.370
C: -4.527 1.662 -1.257  -0.058
C: -5.843 1.277 -1.439  -0.026
C: -6.152 0.122 -2.146  -0.267
C: -7.572 -0.316 -2.316  -0.045
C: -5.120 -0.659 -2.650  -0.041
C: -3.802 -0.302 -2.444  -0.116
H: 6.065 -0.619 -5.531  0.073
H: 4.872 -0.086 -6.726  0.076
H: 4.997 -1.793 -6.306  0.083
H: 5.429 -0.786 -3.222  0.111
H: 3.717 -0.483 -1.453  0.110
H: 0.703 -0.140 -4.457  0.104
H: 2.423 -0.378 -6.225  0.116
H: 2.271 1.039 0.400  0.086
H: 2.862 3.347 1.080  0.093
H: 2.604 5.744 0.783  0.111
H: 1.757 7.672 -0.509  0.098
H: 0.455 7.287 -2.575  0.100
H: -0.013 5.001 -3.337  0.118
H: 2.323 3.494 -3.959  0.120
H: 3.146 3.947 -6.220  0.102
H: 1.757 3.412 -8.188  0.099
H: -0.466 2.375 -7.877  0.109
H: -2.229 1.543 -6.402  0.113
H: -3.041 1.008 -4.167  0.095
H: -4.268 2.557 -0.710  0.114
H: -6.639 1.867 -1.010  0.117
H: -8.247 0.537 -2.349  0.074
H: -7.849 -0.946 -1.471  0.090
H: -7.683 -0.904 -3.224  0.073
H: -5.349 -1.564 -3.192  0.117
H: -2.996 -0.928 -2.804  0.124
Te: 0.069 -3.869 2.495  1.226
C: -1.844 -4.195 3.409  -0.524
C: -2.357 -3.386 4.411  -0.127
C: -3.489 -3.771 5.108  -0.097
C: -4.117 -4.972 4.816  -0.115
C: -3.618 -5.776 3.804  -0.111
C: -2.489 -5.386 3.107  -0.177
H: -1.860 -2.462 4.664  0.066
H: -3.886 -3.134 5.888  0.096
H: -4.987 -5.285 5.379  0.090
H: -4.112 -6.705 3.549  0.093
H: -2.088 -6.010 2.320  0.078
C: 0.106 -1.784 2.242  -0.863
Ge: 1.762 -1.217 3.121  0.835
C: 2.841 0.439 2.877  -0.270
C: 4.044 0.413 2.186  -0.115
C: 4.903 1.497 2.217  -0.093
C: 4.573 2.625 2.950  -0.119
C: 3.361 2.675 3.620  -0.102
C: 2.508 1.587 3.583  -0.122
C: 3.074 -2.691 2.825  -0.350
C: 3.477 -2.977 1.523  -0.150
C: 4.353 -4.016 1.263  -0.097
C: 4.825 -4.798 2.303  -0.107
C: 4.401 -4.549 3.597  -0.097
C: 3.534 -3.501 3.854  -0.129
C: 1.280 -0.948 5.048  -0.270
C: -0.054 -0.696 5.335  -0.132
C: -0.472 -0.391 6.617  -0.090
C: 0.458 -0.302 7.638  -0.109
C: 1.799 -0.508 7.362  -0.105
C: 2.206 -0.828 6.077  -0.120
H: 4.321 -0.474 1.633  0.088
H: 5.836 1.460 1.673  0.099
H: 5.262 3.456 3.005  0.096
H: 3.087 3.559 4.179  0.100
H: 1.577 1.616 4.133  0.097
H: 3.084 -2.384 0.707  0.090
H: 4.662 -4.223 0.248  0.096
H: 5.513 -5.609 2.103  0.092
H: 4.743 -5.181 4.404  0.096
H: 3.201 -3.313 4.867  0.092
H: -0.763 -0.726 4.517  0.069
H: -1.520 -0.211 6.813  0.100
H: 0.138 -0.055 8.641  0.092
H: 2.527 -0.405 8.156  0.093
H: 3.261 -0.968 5.875  0.099

Its net charge is -1. The gap between HOMO and LUMO (alpha / beta) is 4.01 / 4.13 eV. As for the expectation value of S²: 0.81. The calculation puts the total energy at -6448.82330 Eh. Its spin multiplicity is 2.